Below is a cluster of 8 separate species, C46H111N7O2 in total, with properties calculated with ωB97M-V/def2-TZVPD.

Values from the calculation:
Charge = -1
Multiplicity = 2
Frontier orbital gap (alpha / beta) = 0.056 / 0.302 Eh
Strongest force on any atom = 3.41 eV/Å
DFT total energy = -64021.3807 eV

Geometry (Å):
C (2.544, -3.976, 4.701)
C (1.598, -2.973, 4.023)
N (2.313, -1.952, 3.174)
C (3.030, -2.491, 2.024)
C (2.106, -3.440, 1.138)
C (3.219, -0.960, 3.881)
C (3.716, 0.051, 2.876)
H (2.088, -4.375, 5.608)
H (3.483, -3.547, 5.050)
H (2.685, -4.896, 4.134)
H (0.813, -3.384, 3.389)
H (1.118, -2.398, 4.815)
H (3.402, -1.774, 1.292)
H (3.951, -2.968, 2.359)
H (2.094, -4.500, 1.391)
H (1.050, -3.169, 1.127)
H (2.338, -3.274, 0.086)
H (4.142, -1.402, 4.256)
H (2.740, -0.425, 4.701)
H (3.057, 0.385, 2.074)
H (4.633, -0.209, 2.348)
H (4.077, 0.916, 3.432)
C (0.533, 1.822, 5.605)
C (1.755, 2.701, 5.976)
N (1.302, 4.074, 5.994)
C (2.498, 4.928, 5.798)
C (3.141, 4.813, 4.353)
C (0.521, 4.370, 7.179)
C (-0.090, 5.771, 7.152)
H (0.135, 2.313, 4.717)
H (-0.246, 1.890, 6.364)
H (0.745, 0.780, 5.368)
H (2.087, 2.404, 6.971)
H (2.577, 2.483, 5.294)
H (2.160, 5.964, 5.832)
H (3.259, 4.728, 6.552)
H (3.690, 3.905, 4.104)
H (2.444, 5.058, 3.552)
H (3.919, 5.577, 4.362)
H (1.273, 4.350, 7.968)
H (-0.182, 3.563, 7.387)
H (-0.533, 6.061, 6.199)
H (0.753, 6.454, 7.253)
H (-0.758, 5.712, 8.012)
C (1.234, 1.578, -4.002)
C (2.705, 1.172, -4.226)
N (3.013, -0.181, -3.873)
C (2.597, -0.538, -2.530)
C (3.318, 0.231, -1.353)
C (4.279, -0.622, -4.426)
C (4.277, -2.176, -4.541)
H (1.040, 2.494, -4.559)
H (0.962, 1.857, -2.984)
H (0.490, 0.869, -4.365)
H (2.856, 1.336, -5.293)
H (3.474, 1.861, -3.879)
H (1.526, -0.451, -2.348)
H (2.865, -1.589, -2.422)
H (4.307, 0.586, -1.644)
H (2.795, 1.128, -1.020)
H (3.488, -0.463, -0.530)
H (5.084, -0.274, -3.779)
H (4.417, -0.163, -5.405)
H (4.442, -2.656, -3.576)
H (5.100, -2.425, -5.210)
H (3.399, -2.501, -5.098)
C (-1.685, -4.288, -6.867)
C (-1.214, -2.967, -6.431)
N (-0.606, -3.000, -5.064)
C (0.766, -3.422, -5.171)
C (1.240, -3.972, -3.811)
C (-0.703, -1.690, -4.465)
C (-2.137, -1.418, -3.901)
H (-2.085, -4.327, -7.880)
H (-2.286, -4.795, -6.112)
H (-0.766, -4.867, -6.962)
H (-0.487, -2.513, -7.105)
H (-2.073, -2.311, -6.569)
H (1.362, -2.581, -5.525)
H (0.944, -4.138, -5.974)
H (0.539, -4.765, -3.551)
H (1.081, -3.284, -2.980)
H (2.275, -4.311, -3.761)
H (-0.023, -1.578, -3.620)
H (-0.327, -0.874, -5.082)
H (-2.727, -2.285, -3.604)
H (-2.236, -0.660, -3.125)
H (-2.730, -0.841, -4.612)
C (-8.475, -2.227, -2.122)
C (-7.699, -1.369, -1.224)
N (-6.676, -0.593, -1.946)
C (-7.280, 0.353, -2.909)
C (-6.303, 1.115, -3.848)
C (-5.728, 0.139, -1.095)
C (-6.342, 1.230, -0.090)
H (-8.746, -3.021, -1.426)
H (-7.890, -2.676, -2.925)
H (-9.316, -1.776, -2.648)
H (-8.209, -0.836, -0.420)
H (-7.044, -2.060, -0.694)
H (-8.129, 0.009, -3.498)
H (-7.690, 1.150, -2.288)
H (-6.748, 1.862, -4.505)
H (-5.490, 1.555, -3.271)
H (-5.857, 0.363, -4.499)
H (-4.853, 0.525, -1.618)
H (-5.508, -0.687, -0.419)
H (-6.843, 2.011, -0.662)
H (-5.509, 1.640, 0.480)
H (-7.006, 0.854, 0.689)
C (-1.770, -4.151, 2.770)
C (-3.222, -4.509, 2.289)
N (-4.104, -3.373, 2.075)
C (-5.341, -3.936, 1.474)
C (-6.308, -4.506, 2.551)
C (-3.553, -2.191, 1.309)
C (-3.160, -2.433, -0.206)
H (-1.214, -3.444, 2.155)
H (-1.183, -5.069, 2.772)
H (-1.844, -3.781, 3.793)
H (-3.023, -5.050, 1.364)
H (-3.682, -5.239, 2.955)
H (-5.908, -3.210, 0.892)
H (-4.981, -4.617, 0.702)
H (-5.836, -5.289, 3.145)
H (-6.805, -3.804, 3.220)
H (-7.028, -5.194, 2.109)
H (-2.675, -1.833, 1.847)
H (-4.287, -1.386, 1.358)
H (-2.310, -3.088, -0.400)
H (-3.210, -1.502, -0.771)
H (-3.981, -3.007, -0.637)
C (3.861, 6.626, -2.579)
C (4.482, 6.314, -1.203)
N (4.969, 4.951, -1.051)
C (3.894, 3.934, -1.330)
C (2.793, 3.959, -0.277)
C (5.641, 4.880, 0.265)
C (6.172, 3.468, 0.562)
H (4.454, 6.115, -3.338)
H (3.826, 7.697, -2.780)
H (2.920, 6.079, -2.646)
H (5.270, 7.049, -1.039)
H (3.878, 6.613, -0.347)
H (3.405, 4.110, -2.289)
H (4.312, 2.933, -1.432)
H (2.990, 3.532, 0.706)
H (2.203, 4.868, -0.153)
H (2.068, 3.238, -0.654)
H (5.040, 5.159, 1.130)
H (6.439, 5.622, 0.257)
H (5.394, 2.748, 0.819)
H (6.946, 3.456, 1.329)
H (6.518, 3.034, -0.376)
O (-2.732, 1.129, 0.427)
C (-1.662, 0.678, 0.672)
O (-1.246, 0.396, 1.931)
C (0.099, 0.062, 2.085)
C (0.615, 0.341, 0.641)
C (-0.605, 0.278, -0.302)
H (0.149, -1.001, 2.319)
H (0.524, 0.615, 2.922)
H (1.306, -0.474, 0.426)
H (1.199, 1.262, 0.659)
H (-0.736, -0.739, -0.674)
H (-0.591, 0.970, -1.144)

These are the Löwdin partial charges, in e, on atoms 1 to 6: number 1, C, carries -0.108; number 2, C, carries -0.216; number 3, N, carries -0.184; number 4, C, carries -0.269; number 5, C, carries -0.092; number 6, C, carries -0.242

---

Below is the molecule C5H6O2, with properties calculated with ωB97M-V/def2-TZVPD.

Values from the calculation:
Charge = 0
SMILES = CCC(=O)C=C=O
ΔE to the lowest compared entry with this formula, charge and spin = 19.49 kcal per mole
Frontier orbital gap = 0.380 Eh
Strongest force on any atom = 1.35 eV/Å
DFT total energy = -9376.2506 eV

Geometry (Å):
O (0.796, 2.665, -0.105)
C (-0.063, 1.924, 0.121)
C (0.834, -0.817, -0.931)
C (0.381, -0.861, 0.511)
C (-0.994, -0.234, 0.644)
O (-1.979, -0.882, 0.925)
C (-1.123, 1.189, 0.381)
H (1.148, 0.179, -1.250)
H (1.730, -1.392, -1.182)
H (1.113, -0.373, 1.151)
H (0.289, -1.900, 0.811)
H (-2.082, 1.692, 0.414)
H (-0.049, -1.191, -1.492)

These are the Löwdin partial charges, in e, on atoms 1 to 6: number 1, O, carries 0.218; number 2, C, carries -0.172; number 3, C, carries -0.095; number 4, C, carries -0.183; number 5, C, carries -0.457; number 6, O, carries 0.078

---

Below is a structure of composition C12H30FeN6O4S2, with properties calculated with ωB97M-V/def2-TZVPD.

Values from the calculation:
Charge = 0
Multiplicity = 5
ΔE to the lowest compared entry with this formula, charge and spin = 3.77 kcal per mole
Frontier orbital gap (alpha / beta) = 0.279 / 0.284 Eh
Strongest force on any atom = 0.90 eV/Å
DFT total energy = -86122.2523 eV

Geometry (Å):
Fe (-0.260, -0.086, 0.352)
N (-2.184, 0.967, 0.571)
C (-2.196, 2.191, 1.387)
C (-0.795, 2.494, 1.905)
N (-0.125, 1.320, 2.456)
C (-0.853, 0.730, 3.585)
C (-1.575, -0.590, 3.240)
N (-0.878, -1.290, 2.161)
C (1.269, 1.699, 2.781)
C (2.087, 0.665, 3.546)
N (1.976, -0.680, 2.993)
H (-2.617, 1.074, -0.338)
H (-2.672, 0.208, 1.030)
H (-2.919, 2.107, 2.201)
H (-2.518, 3.037, 0.778)
H (-0.850, 3.309, 2.646)
H (-0.181, 2.856, 1.076)
H (-1.580, 1.441, 3.993)
H (-0.152, 0.530, 4.390)
H (-2.614, -0.410, 2.947)
H (-1.627, -1.186, 4.156)
H (-1.268, -2.210, 1.993)
H (0.112, -1.408, 2.422)
H (1.275, 2.621, 3.385)
H (1.758, 1.914, 1.833)
H (1.776, 0.633, 4.593)
H (3.115, 1.047, 3.552)
H (2.436, -1.342, 3.608)
H (2.481, -0.732, 2.108)
C (-0.358, 1.630, -2.497)
N (-0.207, 0.305, -3.070)
C (0.762, 0.205, -4.161)
C (0.537, -1.066, -4.950)
C (0.475, -2.234, -3.990)
N (-0.560, -1.997, -2.995)
C (-1.039, -3.178, -2.302)
C (-0.762, -0.772, -2.463)
O (-1.480, -0.623, -1.434)
H (-1.144, 2.195, -3.007)
H (0.589, 2.161, -2.598)
H (-0.581, 1.598, -1.433)
H (1.766, 0.228, -3.731)
H (0.630, 1.080, -4.800)
H (1.346, -1.201, -5.667)
H (-0.403, -1.004, -5.506)
H (1.437, -2.382, -3.486)
H (0.219, -3.154, -4.518)
H (-1.664, -3.772, -2.973)
H (-1.617, -2.882, -1.435)
H (-0.190, -3.779, -1.969)
O (2.836, -0.215, -1.926)
S (2.506, -0.373, -0.524)
O (3.642, -0.390, 0.378)
O (1.533, 0.711, -0.079)
S (1.305, -2.002, -0.216)

These are the Löwdin partial charges, in e, on atoms 1 to 6: number 1, Fe, carries 0.607; number 2, N, carries -0.016; number 3, C, carries -0.201; number 4, C, carries -0.203; number 5, N, carries -0.192; number 6, C, carries -0.159

---

Below is a structure of composition C5H8AlF3O4S, with properties calculated with ωB97M-V/def2-TZVPD.

Values from the calculation:
Charge = +2
ΔE to the lowest compared entry with this formula, charge and spin = 0.00 kcal per mole
Frontier orbital gap = 0.071 Eh
Strongest force on any atom = 2.43 eV/Å
DFT total energy = -39062.8546 eV

Geometry (Å):
Al (0.240, 5.454, 5.869)
C (-5.229, 5.380, 10.461)
F (-5.536, 4.350, 11.270)
F (-5.585, 5.194, 9.241)
F (-5.652, 6.556, 10.885)
S (-3.259, 5.484, 10.336)
O (-2.871, 6.741, 9.659)
O (-2.778, 5.322, 11.704)
O (-2.832, 4.388, 9.453)
C (0.653, -1.624, 6.762)
C (1.373, -1.247, 5.513)
C (0.501, -0.263, 4.846)
O (0.084, 0.537, 6.016)
C (-0.221, -0.447, 7.059)
H (1.306, -1.769, 7.623)
H (0.035, -2.510, 6.619)
H (1.663, -2.142, 4.962)
H (2.337, -0.866, 5.849)
H (-0.403, -0.539, 4.302)
H (1.117, 0.295, 4.141)
H (-1.263, -0.695, 6.858)
H (-0.224, -0.038, 8.070)

These are the Löwdin partial charges, in e, on atoms 1 to 6: number 1, Al, carries 0.998; number 2, C, carries -0.613; number 3, F, carries 0.196; number 4, F, carries 0.223; number 5, F, carries 0.214; number 6, S, carries 0.657